(1)
The following is a quantum chemistry calculation of C28H29F6GeN2PS5SbW as an isolated structure, from the OMol25 dataset.

Properties
HOMO-LUMO gap (alpha / beta): 6.4 / 5.6 eV
E_LUMO (alpha / beta): -4.557 / -5.467 eV
Energy relative to the best compared isomer or geometry (same formula, charge and spin): 343.4 kJ/mol

The geometry in ORCA input format:
```
! RIJCOSX wB97M-V def2-TZVPD def2/J DEFGRID3
* xyz 1 3
W 1.086 -0.026 -0.167
C -2.642 -1.901 2.293
N -1.358 -2.161 1.634
C -0.383 -2.760 2.535
C 1.041 -2.721 2.003
N 1.661 -1.358 1.828
C 3.123 -1.554 1.623
C 1.405 -0.596 3.047
C 2.121 -0.787 4.211
C 1.742 -0.126 5.380
C 0.638 0.714 5.400
C -0.081 0.918 4.237
C 0.319 0.283 3.059
S -0.551 0.589 1.603
C -1.543 -2.883 0.399
C -1.827 -4.246 0.413
C -2.066 -4.936 -0.765
C -2.039 -4.262 -1.976
C -1.761 -2.905 -2.001
C -1.503 -2.214 -0.820
S -1.176 -0.475 -0.940
H -3.140 -2.830 2.593
H -3.294 -1.361 1.608
H -2.479 -1.289 3.180
H -0.610 -3.809 2.759
H -0.449 -2.233 3.488
H 1.113 -3.237 1.046
H 1.666 -3.271 2.714
H 3.543 -2.177 2.413
H 3.618 -0.587 1.616
H 3.285 -2.057 0.673
H 2.970 -1.454 4.239
H 2.316 -0.283 6.284
H 0.349 1.216 6.312
H -0.930 1.590 4.218
H -1.885 -4.774 1.357
H -2.290 -5.994 -0.733
H -2.231 -4.792 -2.900
H -1.727 -2.370 -2.942
S 4.335 -2.265 -2.136
Sb 2.579 -0.963 -3.034
S 1.405 -2.139 -1.236
S 2.822 0.843 -1.385
F 2.050 1.101 1.114
P 2.725 3.403 2.005
F 1.195 3.587 1.717
F 2.313 2.686 3.350
F 2.987 3.611 0.474
F 3.120 4.791 2.541
F 4.086 2.616 2.076
Ge 0.111 2.088 -1.622
C 0.464 1.599 -3.488
C 1.539 2.190 -4.157
C 1.831 1.853 -5.473
C 1.045 0.922 -6.144
C -0.038 0.344 -5.499
C -0.328 0.683 -4.181
C -1.747 2.696 -1.545
C -2.202 3.254 -2.743
C -3.463 3.830 -2.827
C -4.288 3.855 -1.715
C -3.849 3.309 -0.518
C -2.587 2.736 -0.431
H 1.036 3.253 -1.255
H 2.157 2.919 -3.645
H 2.663 2.325 -5.979
H 1.270 0.661 -7.170
H -0.665 -0.366 -6.024
H -1.189 0.238 -3.693
H -1.574 3.237 -3.627
H -3.799 4.257 -3.764
H -5.272 4.303 -1.778
H -4.489 3.333 0.355
H -2.271 2.329 0.516
*
```


(2)
The following is a quantum chemistry calculation of a 4-piece molecular cluster, C3H14N6O4 overall, from the OMol25 dataset.

Properties
HOMO-LUMO gap: 10.1 eV
SMILES: NC(N)=O.NC(N)=O.NC(N)=O.O
E_LUMO: 0.540 eV
Energy relative to the best compared isomer or geometry (same formula, charge and spin): 72.8 kJ/mol

The geometry in ORCA input format:
```
! RIJCOSX wB97M-V def2-TZVPD def2/J DEFGRID3
* xyz 0 1
N 3.354 1.472 -2.605
C 2.307 1.808 -1.772
N 2.640 1.937 -0.449
O 1.150 1.901 -2.146
H 3.184 0.975 -3.458
H 4.235 1.925 -2.450
H 1.863 2.206 0.128
H 3.563 2.127 -0.103
N -0.055 1.311 2.295
C -1.043 0.915 3.168
N -0.816 1.289 4.474
O -1.986 0.238 2.820
H -0.115 1.138 1.303
H 0.658 1.959 2.580
H -1.601 1.160 5.084
H -0.080 1.941 4.670
N -2.974 -2.789 -1.676
C -1.613 -2.888 -1.627
N -1.161 -3.753 -0.661
O -0.878 -2.296 -2.393
H -3.352 -2.167 -2.366
H -3.595 -3.299 -1.076
H -0.178 -3.788 -0.471
H -1.796 -4.133 0.016
O -0.722 0.324 -0.730
H 0.062 0.740 -1.126
H -1.051 -0.252 -1.429
*
```


(3)
The following is a quantum chemistry calculation of C43H52BiF10IN7O2Te as an isolated structure at a distorted geometry, from the OMol25 dataset.

Properties
HOMO-LUMO gap (alpha / beta): 3.9 / 6.8 eV
E_LUMO (alpha / beta): -0.784 / -0.783 eV

The geometry in ORCA input format:
```
! RIJCOSX wB97M-V def2-TZVPD def2/J DEFGRID3
* xyz 0 2
Bi 10.329 10.134 10.219
C 10.984 6.946 10.967
N 10.479 8.135 11.742
C 9.097 7.969 12.211
C 8.141 7.782 11.071
N 8.607 8.412 9.801
C 7.768 8.139 8.741
C 7.552 9.220 7.794
F 8.101 10.443 8.125
C 6.782 8.996 6.651
F 6.508 10.086 5.829
C 6.186 7.750 6.407
F 5.328 7.606 5.349
C 6.381 6.728 7.310
F 5.824 5.528 7.040
C 7.136 6.910 8.450
F 7.474 5.765 9.159
C 11.356 8.498 12.873
C 12.311 9.690 12.520
N 12.310 10.153 11.112
C 13.450 10.071 10.380
C 13.755 11.036 9.347
F 12.808 11.978 8.874
C 14.907 11.059 8.701
F 15.141 11.810 7.620
C 15.974 10.149 9.013
F 17.159 10.065 8.308
C 15.673 9.150 9.927
F 16.543 8.138 10.136
C 14.434 9.048 10.592
F 14.082 8.033 11.441
H 11.049 6.116 11.686
H 10.336 6.635 10.135
H 11.933 7.097 10.470
H 9.065 7.104 12.929
H 8.864 8.903 12.802
H 7.877 6.709 10.942
H 7.128 8.261 11.243
H 10.669 8.887 13.659
H 11.966 7.635 13.220
H 12.026 10.506 13.136
H 13.354 9.437 12.754
N 12.269 10.423 17.037
C 13.137 10.186 18.162
C 14.301 11.176 18.270
C 13.995 12.618 18.604
C 14.108 13.511 17.432
N 12.936 13.487 16.523
H 12.263 11.439 16.765
H 11.310 10.258 17.207
H 13.575 9.215 17.884
H 12.551 10.091 19.114
H 14.821 11.051 17.351
H 15.036 10.832 19.000
H 14.772 12.956 19.291
H 13.017 12.745 19.168
H 15.029 13.268 16.844
H 14.202 14.560 17.856
H 13.317 13.668 15.587
H 12.383 14.296 16.642
N 12.212 9.965 6.602
C 11.793 8.824 7.206
O 11.343 8.782 8.390
C 11.821 7.570 6.354
I 13.856 7.040 5.697
H 12.258 10.822 7.159
H 12.622 9.871 5.667
H 11.245 7.796 5.457
H 11.439 6.796 6.998
C 7.565 12.202 13.201
C 8.820 12.418 12.352
O 9.369 11.271 11.899
N 9.237 13.574 12.003
Te 8.131 15.308 12.342
C 8.168 16.134 10.289
C 7.434 15.483 9.261
C 6.994 14.004 9.485
C 7.183 16.182 8.096
C 7.735 17.431 7.833
C 7.692 18.027 6.408
C 8.304 18.081 8.849
C 8.432 17.503 10.139
C 8.787 18.458 11.312
C 10.048 16.132 13.115
C 11.230 16.077 12.439
C 11.500 15.519 11.066
C 12.368 16.754 12.995
C 12.328 17.367 14.234
C 13.400 18.235 14.757
C 11.146 17.157 14.967
C 9.982 16.615 14.424
C 8.786 16.566 15.310
H 7.551 11.193 13.620
H 6.672 12.430 12.626
H 7.609 12.930 13.979
H 7.774 13.266 9.395
H 6.124 13.667 8.872
H 6.716 13.857 10.474
H 6.536 15.736 7.333
H 8.475 18.754 6.307
H 6.738 18.648 6.334
H 7.749 17.267 5.672
H 8.645 19.094 8.664
H 8.383 19.430 11.103
H 9.871 18.547 11.478
H 8.326 18.139 12.207
H 12.405 14.863 11.064
H 11.739 16.410 10.394
H 10.679 14.897 10.687
H 13.167 17.009 12.346
H 14.206 17.604 15.237
H 13.021 18.949 15.520
H 13.960 18.857 14.024
H 11.105 17.573 15.990
H 8.712 17.459 16.012
H 8.815 15.761 16.044
H 7.863 16.591 14.746
*
```